(1)
ORCA calculation (wB97M-V/def2-TZVPD) on a cluster of 8 separate species, C30H69NO10S3 in total at a distorted geometry.

The calculation puts the maximum force at 3.0 eV Å⁻¹. The gap between HOMO and LUMO is 7.2 eV. The calculation puts the total energy at -3186.02764 Eh. The LUMO energy comes out at -0.791 eV.

Last column: Löwdin charge in e.
CARTESIAN COORDINATES (ANGSTROEM)
N: 0.101 -1.977 4.028  0.2874
H: 0.256 -2.937 3.741  0.1406
H: -0.462 -1.944 4.875  0.1346
H: -0.371 -1.399 3.297  0.0436
H: 0.988 -1.548 4.277  0.1360
C: -0.889 1.058 0.344  -0.0603
C: -0.352 -0.336 0.775  -0.6036
C: 1.151 -0.213 1.001  -0.0923
O: -1.025 -0.818 1.883  -0.3151
H: -0.296 1.469 -0.475  0.0571
H: -0.800 1.783 1.159  0.0667
H: -1.947 0.961 0.101  0.0517
H: -0.497 -1.013 -0.078  0.1130
H: 1.472 0.506 1.760  0.0678
H: 1.511 0.184 0.046  0.0489
H: 1.693 -1.134 1.228  0.0601
O: -4.767 1.606 5.742  -0.2798
S: -4.240 1.009 4.527  0.6356
O: -4.562 -0.330 4.083  -0.2890
O: -4.504 2.052 3.302  -0.2650
C: -4.232 1.647 1.985  -0.2816
C: -4.157 2.935 1.120  -0.0416
C: -2.483 1.169 4.531  -0.1254
H: -4.916 0.908 1.563  0.1178
H: -3.267 1.132 1.969  0.0824
H: -4.290 2.743 0.057  0.0767
H: -3.231 3.485 1.298  0.0562
H: -4.873 3.696 1.439  0.0774
H: -2.119 0.821 5.497  0.0711
H: -2.206 2.196 4.299  0.0568
H: -2.058 0.530 3.752  0.0390
O: -1.870 2.329 -3.025  -0.2959
S: -1.638 3.660 -3.522  0.6199
O: -2.569 4.333 -4.378  -0.2688
O: -1.473 4.688 -2.273  -0.2805
C: -0.541 4.455 -1.197  -0.2577
C: 0.008 5.796 -0.738  -0.0525
C: 0.084 3.717 -4.215  -0.0936
H: 0.232 3.821 -1.632  0.0904
H: -1.132 3.919 -0.454  0.1037
H: -0.734 6.451 -0.279  0.0794
H: 0.363 6.308 -1.633  0.0805
H: 0.782 5.705 0.023  0.0771
H: 0.350 4.756 -4.412  0.0706
H: 0.139 3.113 -5.117  0.0540
H: 0.824 3.399 -3.483  0.0382
O: -5.292 -4.381 -0.049  -0.2916
S: -4.174 -3.464 -0.063  0.6351
O: -2.883 -3.868 -0.625  -0.3129
O: -4.648 -2.114 -0.792  -0.2688
C: -3.653 -1.110 -1.047  -0.2554
C: -3.631 -0.974 -2.568  -0.0511
C: -3.930 -2.788 1.643  -0.0951
H: -2.687 -1.324 -0.590  0.0912
H: -3.982 -0.177 -0.585  0.1068
H: -4.492 -0.520 -3.063  0.0801
H: -3.573 -1.936 -3.078  0.0815
H: -2.823 -0.320 -2.905  0.0594
H: -4.973 -2.580 1.878  0.0617
H: -3.392 -1.843 1.564  0.0311
H: -3.451 -3.482 2.327  0.0664
C: 0.253 3.932 3.645  -0.0934
C: -0.899 4.701 3.660  -0.1102
C: -1.578 4.941 4.856  -0.0841
C: -1.024 4.442 6.029  -0.0987
C: 0.109 3.638 6.034  -0.1086
C: 0.831 3.434 4.854  -0.0776
H: 0.739 3.746 2.696  0.0893
H: -1.311 5.101 2.743  0.0943
H: -2.544 5.427 4.848  0.1074
H: -1.559 4.452 6.970  0.1037
H: 0.427 3.036 6.875  0.0981
H: 1.793 2.945 4.815  0.0919
C: 0.653 0.087 -4.987  -0.1094
C: 2.076 -0.160 -4.544  -0.2694
C: 2.652 0.803 -3.536  -0.2451
C: 4.035 0.404 -3.068  -0.2298
C: 4.799 1.419 -2.232  -0.2595
C: 4.149 1.760 -0.905  -0.1174
H: 0.620 0.922 -5.691  0.0610
H: -0.074 0.225 -4.185  0.0678
H: 0.289 -0.738 -5.603  0.0738
H: 2.055 -1.092 -3.968  0.0967
H: 2.658 -0.289 -5.457  0.1164
H: 1.955 0.907 -2.701  0.1057
H: 2.717 1.788 -4.014  0.1108
H: 3.908 -0.533 -2.514  0.1018
H: 4.634 0.055 -3.912  0.1147
H: 5.843 1.123 -2.109  0.1031
H: 4.851 2.348 -2.807  0.1038
H: 4.693 2.418 -0.225  0.0685
H: 3.184 2.223 -1.121  0.0583
H: 3.956 0.923 -0.228  0.0637
C: 2.163 -3.162 -1.512  -0.1064
C: 3.387 -3.983 -1.078  -0.2620
C: 3.117 -5.471 -1.242  -0.2370
C: 4.232 -6.433 -0.667  -0.2214
C: 3.727 -7.853 -0.345  -0.2502
C: 3.299 -8.553 -1.664  -0.1211
H: 1.307 -3.410 -0.884  0.0736
H: 1.962 -3.323 -2.571  0.0716
H: 2.272 -2.078 -1.436  0.0427
H: 4.256 -3.811 -1.717  0.1074
H: 3.668 -3.790 -0.041  0.1001
H: 3.113 -5.765 -2.293  0.1056
H: 2.172 -5.802 -0.805  0.1094
H: 5.042 -6.370 -1.396  0.1042
H: 4.608 -5.962 0.245  0.0936
H: 4.442 -8.537 0.110  0.0967
H: 2.815 -7.764 0.247  0.0979
H: 2.418 -8.084 -2.102  0.0641
H: 4.069 -8.429 -2.428  0.0688
H: 3.174 -9.619 -1.480  0.0644


(2)
ORCA calculation (wB97M-V/def2-TZVPD) on the ion C2H6N5 with charge +1 at a distorted geometry.

The calculation puts the maximum force at 5.3 eV Å⁻¹. As for the net charge: +1. The gap between HOMO and LUMO is 9.2 eV. The calculation puts the total energy at -353.14989 Eh. Its SMILES is [H]/N=C1/N=NC[NH2+]N1. The LUMO energy comes out at -5.237 eV.

Last column: Löwdin charge in e.
CARTESIAN COORDINATES (ANGSTROEM)
H: -2.719 1.478 0.848  0.1176
N: -1.982 2.174 0.571  0.2410
C: -0.967 1.619 0.165  -0.3415
N: 0.097 2.311 -0.252  0.0987
N: 1.133 1.792 -0.540  0.0638
C: 1.337 0.395 -0.544  -0.0911
N: 0.275 -0.533 0.197  0.0355
N: -0.967 -0.052 -0.303  0.0511
H: 1.197 0.030 -1.651  0.1835
H: 2.422 0.198 -0.184  0.1707
H: 0.457 -1.441 -0.146  0.1563
H: 0.273 -0.418 1.230  0.1956
H: -1.803 -0.600 -0.168  0.1188


(3)
ORCA calculation (wB97M-V/def2-TZVPD) on a cluster of 7 separate species, C10H26Cl8O3S3 in total at a distorted geometry.

The calculation puts the maximum force at 2.8 eV Å⁻¹. The gap between HOMO and LUMO is 9.1 eV. The calculation puts the total energy at -5498.29717 Eh. The LUMO energy comes out at 0.295 eV.

Last column: Löwdin charge in e.
CARTESIAN COORDINATES (ANGSTROEM)
C: -5.959 -1.379 -2.410  -0.2688
S: -5.484 -0.858 -0.809  0.8253
O: -4.092 -1.341 -0.613  -0.6196
C: -5.478 0.866 -1.188  -0.2758
H: -5.247 -1.048 -3.133  0.0562
H: -6.967 -1.000 -2.612  0.0665
H: -6.045 -2.445 -2.358  0.0483
H: -5.352 1.506 -0.330  0.0521
H: -6.442 1.112 -1.578  0.0433
H: -4.749 1.081 -1.980  0.0684
C: 4.355 3.306 -0.240  -0.2613
S: 2.929 3.441 0.820  0.8325
O: 1.963 2.403 0.268  -0.5720
C: 3.713 2.775 2.188  -0.3082
H: 4.754 2.299 -0.194  0.0548
H: 5.121 4.104 -0.049  0.0818
H: 3.929 3.547 -1.203  0.0446
H: 4.229 1.903 1.804  0.0346
H: 2.957 2.598 2.982  0.0789
H: 4.518 3.423 2.556  0.0728
C: 3.368 -1.251 1.677  -0.3026
S: 4.948 -2.061 1.469  0.7928
O: 5.210 -2.970 2.632  -0.5579
C: 4.427 -3.223 0.225  -0.2667
H: 3.536 -0.546 2.498  0.0411
H: 2.555 -1.976 1.950  0.0155
H: 3.245 -0.619 0.789  0.0284
H: 5.396 -3.596 -0.135  0.0514
H: 3.908 -2.677 -0.547  0.0353
H: 3.824 -3.991 0.711  0.0656
C: 0.150 0.333 -0.353  -0.9680
Cl: 1.006 -0.893 -1.323  0.5300
Cl: -1.637 0.105 -0.326  0.5789
H: 0.544 0.198 0.664  0.0202
H: 0.466 1.252 -0.748  -0.0760
C: -1.037 -1.906 3.438  -1.0291
Cl: -0.926 -0.920 4.871  0.5294
Cl: 0.421 -2.888 3.228  0.5313
H: -1.849 -2.619 3.562  0.0281
H: -1.188 -1.347 2.544  -0.0051
C: -2.010 -2.670 -2.564  -0.8929
Cl: -1.713 -1.645 -4.140  0.3736
Cl: -2.845 -4.203 -2.988  0.4776
H: -1.099 -2.865 -2.058  -0.0149
H: -2.764 -2.102 -2.045  -0.0629
C: -1.806 3.631 -0.970  -0.9514
Cl: -0.387 3.497 -2.030  0.5424
Cl: -2.048 5.345 -0.335  0.4477
H: -2.649 3.343 -1.508  -0.0133
H: -1.696 2.972 -0.113  -0.0030


(4)
ORCA calculation (wB97M-V/def2-TZVPD) on a cluster of 2 separate species, C4H5Cl3O3 in total at a distorted geometry.

The calculation puts the maximum force at 1.8 eV Å⁻¹. The gap between HOMO and LUMO is 11.7 eV. The calculation puts the total energy at -1761.70838 Eh. Its SMILES is ClC(Cl)Cl.O=C1OCCO1. The LUMO energy comes out at 0.440 eV.

Last column: Löwdin charge in e.
CARTESIAN COORDINATES (ANGSTROEM)
Cl: 10.604 2.641 -24.981  0.5189
C: 11.439 2.999 -23.466  -1.5272
Cl: 12.798 1.876 -23.300  0.5302
Cl: 10.297 2.832 -22.115  0.5123
H: 11.697 4.050 -23.465  0.0150
O: 16.976 -3.480 -23.382  0.1814
C: 16.325 -2.541 -23.092  -0.5806
O: 15.126 -2.622 -22.471  0.0657
C: 14.576 -1.349 -22.257  -0.1310
C: 15.622 -0.388 -22.923  -0.1271
O: 16.670 -1.260 -23.267  0.0736
H: 13.623 -1.252 -22.783  0.1136
H: 14.367 -1.134 -21.208  0.1272
H: 15.946 0.372 -22.216  0.1271
H: 15.132 0.063 -23.785  0.1010


(5)
ORCA calculation (wB97M-V/def2-TZVPD) on the ion C5H11N2 with charge +1 at a distorted geometry.

The calculation puts the maximum force at 6.3 eV Å⁻¹. As for the net charge: +1. The gap between HOMO and LUMO is 10.3 eV. The calculation puts the total energy at -306.21945 Eh. Its SMILES is C=NC(=C)[NH+](C)C. The LUMO energy comes out at -3.411 eV.

Last column: Löwdin charge in e.
CARTESIAN COORDINATES (ANGSTROEM)
C: 2.486 0.540 0.292  -0.0830
N: 1.400 0.687 -0.267  0.0942
C: 0.316 -0.769 -0.114  -0.1835
C: 0.865 -1.914 -0.355  0.0792
N: -1.021 -0.164 -0.095  -0.1805
C: -1.301 0.540 1.138  -0.0205
C: -1.323 0.829 -1.190  0.0216
H: 3.130 1.358 0.556  0.0842
H: 3.046 -0.301 0.645  0.0766
H: 0.349 -2.955 -0.226  0.1295
H: 1.909 -2.104 -0.096  0.0783
H: -1.723 -0.988 -0.226  0.2340
H: -1.078 -0.020 2.084  0.1352
H: -0.502 1.376 1.110  0.1365
H: -2.267 0.884 1.136  0.0805
H: -1.204 1.783 -0.837  0.0670
H: -0.702 0.578 -2.065  0.1208
H: -2.381 0.640 -1.489  0.1298


Which formula does entry 2 have?
C2H6N5


Copy entry 3 word for word.
ORCA calculation (wB97M-V/def2-TZVPD) on a cluster of 7 separate species, C10H26Cl8O3S3 in total at a distorted geometry.

The calculation puts the maximum force at 2.8 eV Å⁻¹. The gap between HOMO and LUMO is 9.1 eV. The calculation puts the total energy at -5498.29717 Eh. The LUMO energy comes out at 0.295 eV.

Last column: Löwdin charge in e.
CARTESIAN COORDINATES (ANGSTROEM)
C: -5.959 -1.379 -2.410  -0.2688
S: -5.484 -0.858 -0.809  0.8253
O: -4.092 -1.341 -0.613  -0.6196
C: -5.478 0.866 -1.188  -0.2758
H: -5.247 -1.048 -3.133  0.0562
H: -6.967 -1.000 -2.612  0.0665
H: -6.045 -2.445 -2.358  0.0483
H: -5.352 1.506 -0.330  0.0521
H: -6.442 1.112 -1.578  0.0433
H: -4.749 1.081 -1.980  0.0684
C: 4.355 3.306 -0.240  -0.2613
S: 2.929 3.441 0.820  0.8325
O: 1.963 2.403 0.268  -0.5720
C: 3.713 2.775 2.188  -0.3082
H: 4.754 2.299 -0.194  0.0548
H: 5.121 4.104 -0.049  0.0818
H: 3.929 3.547 -1.203  0.0446
H: 4.229 1.903 1.804  0.0346
H: 2.957 2.598 2.982  0.0789
H: 4.518 3.423 2.556  0.0728
C: 3.368 -1.251 1.677  -0.3026
S: 4.948 -2.061 1.469  0.7928
O: 5.210 -2.970 2.632  -0.5579
C: 4.427 -3.223 0.225  -0.2667
H: 3.536 -0.546 2.498  0.0411
H: 2.555 -1.976 1.950  0.0155
H: 3.245 -0.619 0.789  0.0284
H: 5.396 -3.596 -0.135  0.0514
H: 3.908 -2.677 -0.547  0.0353
H: 3.824 -3.991 0.711  0.0656
C: 0.150 0.333 -0.353  -0.9680
Cl: 1.006 -0.893 -1.323  0.5300
Cl: -1.637 0.105 -0.326  0.5789
H: 0.544 0.198 0.664  0.0202
H: 0.466 1.252 -0.748  -0.0760
C: -1.037 -1.906 3.438  -1.0291
Cl: -0.926 -0.920 4.871  0.5294
Cl: 0.421 -2.888 3.228  0.5313
H: -1.849 -2.619 3.562  0.0281
H: -1.188 -1.347 2.544  -0.0051
C: -2.010 -2.670 -2.564  -0.8929
Cl: -1.713 -1.645 -4.140  0.3736
Cl: -2.845 -4.203 -2.988  0.4776
H: -1.099 -2.865 -2.058  -0.0149
H: -2.764 -2.102 -2.045  -0.0629
C: -1.806 3.631 -0.970  -0.9514
Cl: -0.387 3.497 -2.030  0.5424
Cl: -2.048 5.345 -0.335  0.4477
H: -2.649 3.343 -1.508  -0.0133
H: -1.696 2.972 -0.113  -0.0030


Which formula does entry 2 have?
C2H6N5


Which of these has the highest maximum force?
C5H11N2